[1]
40 unconnected molecules or ions with the total composition C9H99NO41PS2 in a non-equilibrium geometry. Source: the Open Molecules 2025 dataset; level of theory: ωB97M-V with the def2-TZVPD basis set.

Results
Net charge: +1
DFT total energy (eV): -127326.85852
Orbital gap (eV): 8.36
LUMO energy (eV): -3.28
E_HOMO (eV): -11.6404

Geometry (Å):
C: 3.7614 -3.6141 -0.8582
C: 4.6945 -2.5445 -1.3236
N: 4.1204 -1.1985 -1.3163
C: 5.0714 -0.3169 -2.0548
C: 4.4462 0.4199 -3.2585
C: 3.8662 -0.7923 -0.0008
S: 5.0800 -0.8194 1.0985
S: 2.2950 -0.2602 0.6343
C: 1.2263 0.3492 -0.7055
C: -0.1991 -0.2155 -0.7060
C: -0.3492 -1.7048 -0.3841
P: -1.4233 -2.5397 -1.5694
C: -0.8328 -2.3636 -3.2991
O: -1.3408 -1.1961 -3.9183
O: -0.2156 -0.4133 -4.4394
H: 3.5588 -3.5470 0.1871
H: 2.8828 -3.5587 -1.4511
H: 4.2149 -4.5652 -1.0813
H: 4.9439 -2.7897 -2.3232
H: 5.6000 -2.6363 -0.7517
H: 5.8530 -0.8847 -2.4871
H: 5.5226 0.4106 -1.4235
H: 5.0311 1.2803 -3.4562
H: 3.4477 0.6727 -3.0218
H: 4.5034 -0.2616 -4.0699
H: 1.1175 1.3907 -0.5250
H: 1.6893 0.2643 -1.6591
H: -0.6597 0.0188 -1.6396
H: -0.7685 0.3088 0.0223
H: 0.5749 -2.2393 -0.3058
H: -0.8631 -1.8409 0.5425
H: -2.7422 -2.0851 -1.4303
H: -1.3809 -3.8950 -1.2249
H: -1.1926 -3.1818 -3.8728
H: 0.2260 -2.3786 -3.3589
H: 0.0493 0.1336 -3.7015
O: 0.6155 -4.5227 -4.6049
H: 0.7832 -5.2347 -5.2397
H: 1.1129 -3.7794 -4.9596
O: 4.3648 1.9542 3.1101
H: 4.5370 1.2285 2.5056
H: 4.8463 2.6996 2.7313
O: 5.6426 4.1943 3.9792
H: 5.7476 4.8463 4.6694
H: 5.1485 3.4930 4.4113
O: -1.2858 -2.0252 2.6762
H: -2.0674 -2.1136 3.2309
H: -0.6067 -1.6690 3.2716
O: -2.5876 0.8055 2.3745
H: -2.2192 -0.0776 2.4228
H: -2.6207 1.0946 3.2919
O: -0.5206 2.2452 -3.4397
H: -1.3226 1.9613 -3.8915
H: -0.7143 3.1318 -3.1185
O: -0.6139 -7.2475 -4.7972
H: -0.8191 -7.8589 -4.0832
H: -0.7565 -6.3802 -4.4093
O: 3.2134 4.6449 -0.3339
H: 3.0721 3.9199 0.2849
H: 3.5307 5.3660 0.2221
O: 6.1187 4.0890 6.5656
H: 6.7468 3.4149 6.2747
H: 6.4948 4.4352 7.3817
O: 1.1319 3.1913 2.8938
H: 1.3227 2.4965 2.2553
H: 1.6162 3.9479 2.5670
O: -4.8952 3.0196 2.2486
H: -4.2357 2.3716 1.9766
H: -4.5832 3.3336 3.1014
O: -6.4127 3.6871 -0.6877
H: -5.7788 3.4890 0.0010
H: -7.0838 3.0274 -0.4989
O: 8.2525 0.0898 1.5726
H: 7.4583 -0.2169 1.1213
H: 8.0422 0.9916 1.8306
O: -3.2396 -7.0295 -6.0309
H: -2.3469 -7.3595 -5.8688
H: -3.6086 -6.9108 -5.1512
O: 4.1391 3.6354 -2.8690
H: 3.4591 4.1256 -3.3341
H: 3.9225 3.7985 -1.9572
O: -9.2658 2.4888 -0.5263
H: -10.0169 2.0700 -0.9542
H: -9.5917 3.3596 -0.2811
O: -1.0260 1.4285 -7.0917
H: -0.8844 0.5931 -6.6449
H: -0.8254 2.0879 -6.4236
O: 7.1600 6.5496 6.8602
H: 6.3830 6.2393 6.3971
H: 6.9510 7.4612 7.0890
O: 1.2307 -5.4596 -1.7299
H: 0.8967 -4.6046 -1.4671
H: 1.2006 -5.4416 -2.6946
O: 8.5729 2.0000 -0.6021
H: 8.7713 1.1740 -0.1355
H: 8.7937 2.6920 0.0234
O: -5.1540 -7.1321 -3.3738
H: -5.9671 -7.3400 -3.8525
H: -5.4339 -7.0841 -2.4608
O: 0.5365 5.6876 -2.1773
H: 1.4136 5.5700 -1.8084
H: 0.0084 6.0842 -1.4718
O: -7.3784 -8.8059 -3.1785
H: -6.7611 -9.0725 -2.4988
H: -8.1269 -9.3987 -3.0525
O: 3.4833 -3.2219 3.2973
H: 3.6560 -3.9132 2.6547
H: 3.9545 -2.4565 2.9588
O: 6.1526 -5.9332 -1.1015
H: 6.8047 -6.5835 -1.3727
H: 6.5087 -5.5888 -0.2793
O: -4.5920 0.5707 4.3712
H: -5.3700 0.3282 3.8509
H: -4.9180 0.6230 5.2719
O: -3.5516 3.3587 -7.3945
H: -2.9343 2.6763 -7.6848
H: -3.1968 3.6585 -6.5586
O: -4.4828 5.7155 3.3235
H: -4.8499 6.5651 3.5933
H: -4.4733 5.7514 2.3627
O: -9.4429 1.5148 2.7147
H: -9.8939 2.3078 3.0065
H: -9.5563 1.5163 1.7554
O: 0.8689 -2.3661 4.5413
H: 1.4997 -3.0254 4.2284
H: 1.2217 -2.0759 5.3837
O: 5.7183 7.9512 9.2504
H: 5.8986 7.1354 9.7206
H: 5.9118 8.6402 9.8894
O: -1.4432 4.6178 2.5527
H: -1.4188 3.6884 2.7883
H: -2.3426 4.9024 2.7349
O: -4.4138 7.1168 5.6948
H: -4.0445 6.2325 5.7504
H: -4.4502 7.4255 6.6014
O: -3.7669 -0.5833 -0.4329
H: -3.2473 -0.0647 0.1971
H: -4.0991 0.0796 -1.0447
O: -7.2629 -0.3968 3.3479
H: -8.0348 0.1148 3.0541
H: -7.3870 -0.4707 4.2948
O: 6.3917 1.3151 6.1613
H: 5.5809 1.0710 5.7064
H: 6.1275 1.3999 7.0806
O: -4.1230 -0.0076 -4.1987
H: -3.2306 -0.3211 -4.0221
H: -4.5252 0.1150 -3.3390
O: -3.4346 -0.7716 -6.9210
H: -2.5586 -1.1119 -6.7409
H: -3.8278 -0.6391 -6.0478
O: -8.5354 -10.7635 -1.4161
H: -7.9186 -11.0323 -0.7327
H: -9.2853 -11.3511 -1.2999

---

[2]
4 unconnected molecules or ions with the total composition C4H18NO3. Source: the Open Molecules 2025 dataset; level of theory: ωB97M-V with the def2-TZVPD basis set.

Results
Net charge: +1
DFT total energy (eV): -12066.90363
Orbital gap (eV): 11.63
Relative energy (zero: lowest compared OMol25 entry of this formula, charge and spin) (eV): 0.462
LUMO energy (eV): -2.77
E_HOMO (eV): -14.4021

Geometry (Å):
C: -0.9662 -0.4951 0.0277
C: -0.4139 0.0777 1.3195
C: 0.4510 -0.8842 2.1388
C: 1.6935 -1.3763 1.3728
N: -0.3800 0.2086 -1.1947
H: -0.7393 -1.5427 -0.1253
H: -2.0317 -0.3469 -0.0581
H: 0.1788 0.9751 1.1538
H: -1.2432 0.4875 1.8991
H: 0.7698 -0.3412 3.0184
H: -0.1351 -1.7277 2.4976
H: 1.5547 -1.3417 0.2936
H: 1.9891 -2.3738 1.7019
H: 2.5312 -0.7072 1.5888
H: -0.2105 -0.3925 -2.0091
H: 0.5229 0.5971 -0.9024
H: -0.9542 0.9854 -1.5154
H: -1.2967 1.2798 -4.3547
H: 0.0661 1.8828 -4.2773
O: -0.5568 1.3731 -3.7358
H: -2.8475 3.0267 3.1475
H: -1.3638 2.6879 3.2487
O: -2.1752 2.4355 2.7883
H: 1.8677 -1.2407 -3.4261
H: 2.0500 -2.0152 -2.1072
O: 1.6391 -1.2321 -2.4903

---

[3]
A molecular structure, C24H25FeN6O2S5 in a non-equilibrium geometry. Source: the Open Molecules 2025 dataset; level of theory: ωB97M-V with the def2-TZVPD basis set.

Results
DFT total energy (eV): -126892.30350
Spin multiplicity: 6
Orbital gap (alpha / beta) (eV): 7.33 / 4.75
LUMO energy (alpha / beta) (eV): -0.31 / -2.83
E_HOMO (alpha / beta) (eV): -7.6463 / -7.5737

Geometry (Å):
Fe: -0.5293 -0.1068 0.0277
C: -1.7939 2.9855 1.2548
C: -0.2630 3.0700 1.1660
N: 0.3455 1.7655 1.4093
C: 0.5337 1.3615 2.7972
C: -0.7387 0.9285 3.5148
S: -1.7223 -0.3677 2.6570
C: -3.3097 0.5108 2.3897
C: -3.4500 1.1596 1.0129
N: -2.2208 1.7835 0.5530
H: -2.2412 3.8970 0.8321
H: -2.1085 2.9274 2.2952
H: 0.1083 3.8429 1.8556
H: -0.0057 3.3622 0.1449
H: 1.2561 1.7359 0.9599
H: 0.9914 2.1680 3.3947
H: 1.2149 0.5096 2.7796
H: -1.3983 1.7697 3.7019
H: -0.4542 0.5006 4.4753
H: -3.4254 1.2396 3.1877
H: -4.0864 -0.2429 2.5065
H: -4.2857 1.8777 1.0580
H: -3.6941 0.3820 0.2831
H: -2.3200 1.9872 -0.4399
S: -1.9714 0.4060 -2.1606
C: -0.9143 1.5386 -2.9285
C: -1.4440 2.4409 -3.8515
C: -0.6449 3.3838 -4.4800
C: -1.2328 4.3154 -5.3608
N: -1.7551 5.0662 -6.0532
C: 0.7452 3.4116 -4.2201
C: 1.2810 2.5122 -3.3126
C: 0.4766 1.5847 -2.6522
S: 1.2336 0.5041 -1.5345
C: 1.5891 4.3448 -4.8579
N: 2.2953 5.0923 -5.3670
H: -2.4996 2.3983 -4.0741
H: 2.3388 2.5261 -3.0937
O: 0.2676 -2.0126 3.9319
C: 1.2041 -2.9540 3.6329
C: 1.8473 -3.6711 4.6337
C: 2.8092 -4.6098 4.3112
C: 3.1292 -4.8520 2.9868
C: 2.4724 -4.1669 1.9814
C: 1.5092 -3.2159 2.2919
C: 0.8295 -2.4534 1.2168
O: 0.7490 -1.1904 1.2821
N: 0.3752 -3.1461 0.2071
N: -0.3207 -2.4901 -0.7424
C: 0.0657 -2.6346 -1.9550
S: -0.9062 -2.1850 -3.3252
C: 0.3422 -2.6125 -4.6012
C: 1.7078 -2.4931 -3.9698
S: 1.6517 -3.3242 -2.3486
H: 0.0516 -2.0500 4.8722
H: 1.5974 -3.4774 5.6700
H: 3.3164 -5.1429 5.1005
H: 3.8955 -5.5668 2.7372
H: 2.7031 -4.3547 0.9443
H: 0.2143 -1.9083 -5.4237
H: 0.1339 -3.6270 -4.9458
H: 1.9808 -1.4498 -3.7929
H: 2.4738 -2.9834 -4.5659

---

[4]
12 unconnected molecules or ions with the total composition BF4H22O11. Source: the Open Molecules 2025 dataset; level of theory: ωB97M-V with the def2-TZVPD basis set.

Results
Net charge: -1
DFT total energy (eV): -34436.56677
Orbital gap (eV): 10.34
Relative energy (zero: lowest compared OMol25 entry of this formula, charge and spin) (eV): 0.244
LUMO energy (eV): 2.46
E_HOMO (eV): -7.8791

Geometry (Å):
B: 0.1268 0.0018 -0.2301
F: 1.1403 -0.9619 -0.4291
F: 0.3913 0.6923 0.9797
F: 0.1139 0.9036 -1.2871
F: -1.1034 -0.6870 -0.0634
O: 3.4346 0.5317 -1.1767
H: 3.9446 -0.1473 -1.6260
H: 2.5758 0.1183 -1.0112
O: -0.1910 -3.5761 -1.0533
H: -0.2949 -2.7601 -0.5486
H: -1.0031 -3.6418 -1.5608
O: 2.8431 2.1788 1.3762
H: 3.6853 1.9339 0.9801
H: 2.2548 1.4587 1.1192
O: -2.5173 -1.9926 1.7880
H: -3.3489 -1.7714 2.2169
H: -2.2947 -1.2141 1.2537
O: 0.1298 -1.9542 3.3422
H: 0.0249 -1.6096 2.4501
H: -0.7610 -1.9255 3.7004
O: -2.4257 2.9367 -1.3371
H: -2.5246 3.3499 -2.1987
H: -1.4690 2.8567 -1.2158
O: 0.2207 2.1207 3.7077
H: 1.1650 1.9587 3.6161
H: -0.1373 1.8707 2.8488
O: 2.7062 -3.4111 0.4493
H: 2.3599 -4.1044 1.0169
H: 1.9768 -3.2085 -0.1489
O: -0.6461 0.4727 -3.9913
H: -1.4914 0.0208 -3.8753
H: -0.3705 0.6010 -3.0727
O: 0.1793 3.4760 0.3459
H: 1.0771 3.8033 0.4600
H: 0.2709 2.5172 0.3897
O: -3.0928 -0.2041 -2.6881
H: -3.2032 0.2752 -1.8593
H: -3.7460 -0.9088 -2.6670

---

[5]
2 unconnected molecules or ions with the total composition C3NO2S in a non-equilibrium geometry. Source: the Open Molecules 2025 dataset; level of theory: ωB97M-V with the def2-TZVPD basis set.

Results
Net charge: -1
DFT total energy (eV): -19531.34400
Orbital gap (eV): 6.49
Relative energy (zero: lowest compared OMol25 entry of this formula, charge and spin) (eV): 0.762
LUMO energy (eV): 3.42
E_HOMO (eV): -3.0638

Geometry (Å):
C: 0.5568 1.2940 0.5347
C: 0.1806 0.0447 0.8865
C: -0.5997 -0.8846 -1.0857
N: 0.7865 2.3037 -0.0141
O: -1.7359 -1.0133 -0.8375
O: 0.3704 -0.9330 -1.7359
S: 0.4413 -0.8117 2.2520

---

[6]
2 unconnected molecules or ions with the total composition C3H3ClFO2 in a non-equilibrium geometry. Source: the Open Molecules 2025 dataset; level of theory: ωB97M-V with the def2-TZVPD basis set.

Results
Net charge: -1
DFT total energy (eV): -22492.65981
Orbital gap (alpha / beta) (eV): 7.30 / 7.99
Relative energy (zero: lowest compared OMol25 entry of this formula, charge and spin) (eV): 3.245
LUMO energy (alpha / beta) (eV): 3.65 / 3.65
E_HOMO (alpha / beta) (eV): -3.6474 / -4.3389

Geometry (Å):
C: 0.5577 1.7610 0.0346
C: -0.1471 -1.5713 0.6912
C: -0.2717 0.5219 -0.8502
O: 1.6482 1.9224 -0.4843
O: -0.1312 2.1644 0.9599
F: -1.5932 0.7712 -1.0800
Cl: 0.4477 -0.1681 -2.2057
H: 0.7719 -1.6555 1.2056
H: -0.4363 -2.5022 0.2356
H: -0.8460 -1.2438 1.4932

---

[7]
C4H8O2 in the gas phase. Source: the Open Molecules 2025 dataset; level of theory: ωB97M-V with the def2-TZVPD basis set.

Results
DFT total energy (eV): -8372.94347
Orbital gap (eV): 11.36
Relative energy (zero: lowest compared OMol25 entry of this formula, charge and spin) (eV): 0.338
LUMO energy (eV): 0.97
E_HOMO (eV): -10.3875

Geometry (Å):
C: 1.1151 -1.8598 0.6398
C: 0.1180 -1.2133 -0.2990
O: 0.2815 0.2009 -0.1359
C: -0.7136 0.9678 -0.6097
C: -0.6770 2.3366 0.0185
O: -1.5421 0.5782 -1.3972
H: 2.1346 -1.8015 0.2485
H: 1.0897 -1.3416 1.6036
H: 0.8577 -2.9097 0.8032
H: 0.2680 -1.5030 -1.3439
H: -0.9128 -1.4654 -0.0290
H: -0.1986 2.2856 0.9985
H: -1.7041 2.6915 0.1123
H: -0.1164 3.0337 -0.6096

---

[8]
C5H2N2O in the gas phase in a non-equilibrium geometry. Source: the Open Molecules 2025 dataset; level of theory: ωB97M-V with the def2-TZVPD basis set.

Results
DFT total energy (eV): -10241.33515
Orbital gap (eV): 9.09
Relative energy (zero: lowest compared OMol25 entry of this formula, charge and spin) (eV): 1.398
LUMO energy (eV): -2.12
E_HOMO (eV): -11.2106

Geometry (Å):
N: 2.9977 -1.0268 -0.0708
C: 1.7876 -0.7920 0.0139
C: 0.4182 -0.2130 0.0988
C: 0.4728 1.2368 -0.0395
N: 0.7009 2.3503 -0.0717
C: -0.7184 -0.9558 0.0470
C: -1.8832 -0.0419 0.2142
O: -3.0054 -0.4666 -0.2250
H: -0.6905 -1.9325 0.0504
H: -1.6182 0.9958 0.7410

---

[9]
A molecular structure, C9H4BrIrN3OS2. Source: the Open Molecules 2025 dataset; level of theory: ωB97M-V with the def2-TZVPD basis set.

Results
Net charge: +1
DFT total energy (eV): -110458.75674
Orbital gap (eV): 6.22
Relative energy (zero: lowest compared OMol25 entry of this formula, charge and spin) (eV): 0.000
LUMO energy (eV): -6.03
E_HOMO (eV): -12.2526

Geometry (Å):
Ir: 1.3555 0.3671 -0.8427
S: 0.3084 2.3781 -0.5072
C: 1.4442 2.6830 0.7850
S: 2.4261 1.2219 0.8564
C: 1.6197 3.8180 1.4816
C: 2.6511 3.8803 2.4738
N: 3.5056 3.8617 3.2411
C: 0.7806 4.9465 1.2231
N: 0.0759 5.8196 0.9782
O: -2.4692 -4.3012 -0.9048
C: -1.7431 -3.1986 -0.8453
C: -2.2495 -1.9463 -0.4792
C: -1.4089 -0.8619 -0.4483
N: -0.1088 -0.9829 -0.7713
C: 0.3608 -2.1947 -1.1072
Br: 2.2231 -2.0293 -1.4648
C: -0.3805 -3.3295 -1.1711
H: -3.3949 -4.1512 -0.6682
H: -3.2912 -1.8207 -0.2168
H: -1.7409 0.1265 -0.1628
H: 0.0360 -4.2865 -1.4494

---

[10]
A molecular structure, C4H5GaO5 in a non-equilibrium geometry. Source: the Open Molecules 2025 dataset; level of theory: ωB97M-V with the def2-TZVPD basis set.

Results
Net charge: +2
DFT total energy (eV): -66819.03981
Orbital gap (alpha / beta) (eV): 8.27 / 8.12
Relative energy (zero: lowest compared OMol25 entry of this formula, charge and spin) (eV): 0.000
LUMO energy (alpha / beta) (eV): -10.97 / -11.66
E_HOMO (alpha / beta) (eV): -19.2438 / -19.7708

Geometry (Å):
O: 1.8091 0.9762 -0.5194
C: 2.4310 -0.1315 -0.2694
C: -0.0891 0.3947 0.1684
O: 3.6440 -0.0556 0.0266
O: 1.7114 -1.1807 -0.0053
C: 0.2993 -1.0164 -0.2726
Ga: 3.4447 1.6785 -0.6154
H: -0.4143 1.0185 -0.6715
H: 0.2450 0.6320 1.1847
H: 0.1307 -1.1533 -1.3460
H: -0.2111 -1.7888 0.3080
O: -3.8532 -0.0305 0.8093
C: -2.7741 0.3777 0.1108
O: -1.7325 0.0862 0.7907
H: -4.6407 0.1931 0.3012

---

[11]
A molecular structure, C18H26N2O4PRu in a non-equilibrium geometry. Source: the Open Molecules 2025 dataset; level of theory: ωB97M-V with the def2-TZVPD basis set.

Results
Net charge: +3
DFT total energy (eV): -42093.71518
Spin multiplicity: 5
Orbital gap (alpha / beta) (eV): 6.79 / 3.97
Relative energy (zero: lowest compared OMol25 entry of this formula, charge and spin) (eV): 1.062
LUMO energy (alpha / beta) (eV): -11.63 / -14.46
E_HOMO (alpha / beta) (eV): -18.4193 / -18.4250

Geometry (Å):
Ru: 0.4720 -0.4767 1.2578
N: 1.4253 1.1104 2.3699
N: 2.4272 0.4284 3.2559
C: 2.3495 -0.9289 3.4407
O: 2.8537 -1.4788 4.4003
O: 1.6897 -1.5492 2.4207
H: 1.9361 1.7920 1.8049
H: 0.7452 1.6825 2.9385
H: 2.7854 0.9768 3.9989
C: -0.7681 -2.7900 3.0673
O: -0.8307 -1.3692 2.8325
C: -2.0707 -0.7855 3.2164
C: -2.5243 0.1971 2.1662
O: -1.3066 0.8360 1.6363
C: -1.6728 2.1412 1.0500
H: -1.3958 -3.2721 2.2695
H: -1.2343 -3.0766 4.0198
H: 0.2603 -3.0845 3.0008
H: -1.9436 -0.3375 4.2170
H: -2.7975 -1.5807 3.3191
H: -3.0952 1.0022 2.6005
H: -3.0826 -0.2568 1.3766
H: -2.0812 2.1036 0.0192
H: -0.7174 2.7297 1.1528
H: -2.4297 2.6075 1.7261
C: 2.4855 -1.0656 -1.0549
P: 0.8904 -0.2622 -0.8349
C: -0.2168 -1.1460 -1.9537
C: -1.4342 -0.5313 -2.1627
C: -2.3140 -1.1595 -3.0364
C: -1.8968 -2.3890 -3.5910
C: -0.8089 -3.1141 -3.1661
C: 0.0549 -2.4942 -2.2973
C: 1.0421 1.2904 -1.6474
C: 0.8029 2.5489 -1.0272
C: 1.0572 3.7421 -1.6814
C: 1.3720 3.6649 -3.0563
C: 1.3856 2.4676 -3.7439
C: 1.2929 1.2581 -3.0254
H: 2.8186 -1.0557 -2.0896
H: 2.4231 -2.0776 -0.5560
H: 3.2283 -0.5508 -0.4930
H: -1.6883 0.4028 -1.6772
H: -3.2458 -0.8255 -3.3851
H: -2.4970 -2.8505 -4.3378
H: -0.7813 -4.1508 -3.5217
H: 1.0122 -2.9333 -2.0642
H: 0.6480 2.4901 0.0492
H: 0.9471 4.7305 -1.1967
H: 1.5065 4.6090 -3.5732
H: 1.5094 2.4434 -4.8353
H: 1.4127 0.3376 -3.5984